C6H4FN3 | the ωB97M-V functional and the def2-TZVPD basis

```
! RIJCOSX wB97M-V def2-TZVPD def2/J DEFGRID3
* xyz 0 1
C 2.88 -0.24 -0.32
C -0.83 -2.35 -0.02
C 0.83 0.59 0.63
C -0.60 0.67 0.71
C 1.48 -0.25 -0.19
C -1.13 -1.16 -0.71
N 4.02 -0.25 -0.43
N -0.54 -3.33 0.48
N -1.30 -0.04 -0.09
F -2.80 0.77 -0.52
H 1.38 1.28 1.25
H -1.09 1.39 1.33
H 0.99 -0.96 -0.84
H -1.51 -1.26 -1.71
*
```

The value obtained for the orbital gap (alpha / beta) is 7.71 / 7.70 eV. The LUMO energy (alpha / beta) comes out at -1.990 / -1.989 eV. Its energy above the lowest of the compared OMol25 structures with the same formula, charge and spin is 0.00 kcal per mole.

So, what does the Löwdin scheme give us? The charges, in e, come out as:
1 C -0.216
2 C -0.200
3 C -0.016
4 C -0.029
5 C -0.068
6 C -0.118
7 N 0.174
8 N 0.192
9 N 0.032
10 F -0.259
11 H 0.126
12 H 0.144
13 H 0.090
14 H 0.147

CH3NO3 | the ωB97M-V functional and the def2-TZVPD basis

```
! RIJCOSX wB97M-V def2-TZVPD def2/J DEFGRID3
* xyz 0 1
C 0.77 0.68 -0.19
N -0.14 -1.06 0.05
O 0.39 -0.06 0.94
O 0.00 -0.10 -1.05
O -1.41 -1.34 0.31
H -1.95 -0.53 0.46
H 0.45 1.75 -0.11
H 1.88 0.66 -0.41
*
```

The value obtained for the orbital gap is 10.64 eV. The LUMO energy comes out at 0.846 eV. Its energy above the lowest of the compared OMol25 structures with the same formula, charge and spin is 95.13 kcal per mole.

So, what does the Löwdin scheme give us? The charges, in e, come out as:
1 C -0.235
2 N -0.143
3 O -0.036
4 O -0.032
5 O 0.049
6 H 0.136
7 H 0.125
8 H 0.137